[1]
{"formula": "C4H12O", "method": "the ωB97M-V functional and the def2-TZVPD basis", "elements": ["C", "C", "C", "C", "H", "H", "H", "H", "H", "H", "H", "H", "H", "H", "H", "H", "O"], "coordinates": [[0.1699, 0.6212, 1.1314], [0.5727, -0.3656, 0.0204], [1.7167, 0.1783, -0.8650], [0.9558, -1.7257, 0.5763], [-0.6368, 0.1229, 1.6992], [0.9400, 0.7150, 1.9176], [-0.1369, 1.6103, 0.7716], [-0.3334, -0.4476, -0.5982], [1.6876, -0.3745, -1.8013], [2.6428, 0.0524, -0.3367], [1.5388, 1.2189, -1.1314], [1.2085, -2.3516, -0.2867], [1.9032, -1.6372, 1.1076], [0.2169, -2.0836, 1.2997], [-3.7337, 1.2659, -0.5136], [-4.3145, 1.9865, -1.7879], [-4.3976, 1.2144, -1.2031]], "homo_ev": -11.220, "orbital_gap_ev": 11.98, "relative_energy_kcal_mol": 3.40, "smiles": "CC(C)C.O"}


[2]
{"formula": "C4H8O3", "method": "the ωB97M-V functional and the def2-TZVPD basis", "elements": ["C", "O", "C", "O", "C", "C", "O", "H", "H", "H", "H", "H", "H", "H", "H"], "coordinates": [[-2.2705, 1.0798, -0.0878], [-0.8733, 1.2712, 0.0947], [-0.2203, 0.2691, -0.5105], [-0.6203, -0.2953, -1.5059], [1.1247, 0.0172, 0.1215], [1.3642, -1.2938, 0.8820], [2.0328, 0.1324, -0.9538], [-2.5471, 1.1884, -1.1343], [-2.7927, 1.7736, 0.5681], [-2.4199, 0.0354, 0.1981], [1.2680, 0.8431, 0.8222], [0.7303, -1.4343, 1.7660], [2.4015, -1.2266, 1.2259], [1.2859, -2.1777, 0.2406], [1.5368, -0.1827, -1.7267]], "homo_ev": -10.557, "orbital_gap_ev": 11.35, "relative_energy_kcal_mol": 28.67, "smiles": "COC(=O)[C@@H](C)O"}


[3]
{"formula": "C16H19NO5S", "method": "the ωB97M-V functional and the def2-TZVPD basis", "elements": ["C", "C", "O", "N", "O", "S", "O", "O", "C", "C", "O", "H", "H", "H", "H", "H", "H", "H", "C", "C", "C", "C", "C", "C", "H", "H", "H", "H", "H", "H", "C", "C", "C", "C", "C", "C", "H", "H", "H", "H", "H", "H"], "coordinates": [[-1.0784, 2.1718, 0.6603], [-1.5812, 1.9713, -0.7675], [-1.0011, 2.3567, -1.6904], [-2.8249, 1.2189, -0.8683], [-2.9011, 0.4518, -2.0409], [-2.2821, -1.1214, -1.7182], [-1.0038, -1.1192, -2.3590], [-1.9340, -1.1210, -0.1244], [-4.0082, 2.0284, -0.6924], [-5.2256, 1.2935, -0.1273], [-4.0751, 3.1599, -0.9788], [-0.0137, 1.9485, 0.7443], [-1.6193, 1.4894, 1.3276], [-1.3367, 3.1994, 0.9395], [-2.4137, -1.8243, 0.3425], [-5.7967, 1.9562, 0.5273], [-4.8917, 0.4588, 0.5018], [-5.8629, 0.9176, -0.9332], [0.6353, -2.6044, 3.4159], [0.2962, -2.0353, 2.1951], [0.6729, -2.6549, 1.0106], [1.3815, -3.8489, 1.0468], [1.7174, -4.4195, 2.2674], [1.3479, -3.7955, 3.4518], [0.3445, -2.1193, 4.3396], [-0.2615, -1.1065, 2.1659], [0.4143, -2.2071, 0.0592], [1.6715, -4.3341, 0.1231], [2.2686, -5.3513, 2.2957], [1.6148, -4.2382, 4.4033], [1.8832, 1.0553, -1.8054], [2.7773, 0.4725, -0.9165], [4.0416, 1.0211, -0.7407], [4.4079, 2.1582, -1.4476], [3.5120, 2.7430, -2.3340], [2.2517, 2.1897, -2.5158], [0.8999, 0.6253, -1.9441], [2.4885, -0.4118, -0.3598], [4.7409, 0.5625, -0.0520], [5.3918, 2.5891, -1.3078], [3.7975, 3.6314, -2.8842], [1.5547, 2.6423, -3.2095]], "homo_ev": -8.968, "orbital_gap_ev": 9.04, "relative_energy_kcal_mol": 61.07}


[4]
{"formula": "C43H54BF3IN10PSbSr", "method": "the ωB97M-V functional and the def2-TZVPD basis", "elements": ["Sr", "C", "C", "N", "N", "C", "B", "N", "C", "C", "C", "N", "N", "C", "C", "C", "N", "H", "H", "H", "H", "H", "H", "H", "H", "H", "H", "N", "P", "N", "C", "C", "C", "C", "C", "N", "C", "C", "C", "C", "C", "N", "C", "C", "C", "C", "C", "H", "H", "H", "H", "H", "H", "H", "H", "H", "H", "H", "H", "H", "H", "H", "H", "H", "H", "H", "H", "H", "H", "H", "H", "H", "H", "H", "H", "H", "H", "I", "C", "H", "H", "F", "C", "C", "C", "C", "C", "C", "Sb", "C", "C", "C", "C", "F", "C", "C", "C", "C", "C", "C", "F", "C", "C", "H", "H", "H", "H", "H", "H", "H", "H", "H", "H", "H", "H"], "coordinates": [[0.3492, 0.0278, 0.5652], [3.6765, 0.7924, -3.2902], [3.2399, 0.0347, -2.1886], [2.2734, 0.6531, -1.5239], [2.0666, 1.8223, -2.1839], [2.8936, 1.9244, -3.2454], [0.9794, 2.8403, -1.7731], [1.1402, 3.2198, -0.2743], [1.3004, 4.4502, 0.2450], [1.4416, 4.3372, 1.6145], [1.3526, 2.9572, 1.8499], [1.1696, 2.2944, 0.7100], [-0.4424, 2.2693, -2.0606], [-1.3187, 2.7412, -2.9660], [-2.4007, 1.8879, -3.0167], [-2.0841, 0.8889, -2.0859], [-0.9042, 1.1160, -1.5117], [4.4400, 0.5450, -4.0099], [3.5827, -0.9337, -1.8563], [2.8595, 2.7913, -3.8875], [1.1105, 3.8461, -2.4323], [1.3042, 5.3166, -0.3972], [1.5894, 5.1303, 2.3300], [1.4035, 2.4079, 2.7776], [-1.1041, 3.6460, -3.5137], [-3.2781, 1.9659, -3.6382], [-2.6462, 0.0062, -1.8243], [-0.4196, -0.6528, 2.6322], [-0.1204, -0.1501, 4.0393], [1.5369, -0.1907, 4.4410], [2.2136, 0.3129, 5.6444], [3.0758, -0.7585, 6.3031], [4.2218, -1.1690, 5.3651], [3.7773, -1.0550, 3.8968], [2.2790, -1.2813, 3.7675], [-0.9943, -1.0158, 5.2365], [-1.5303, -2.3268, 4.8704], [-2.7592, -2.6714, 5.7010], [-2.4159, -2.6446, 7.1875], [-1.8421, -1.2764, 7.5429], [-0.6600, -0.9226, 6.6440], [-0.5697, 1.4421, 4.4148], [0.1494, 2.6063, 4.8956], [-0.3322, 3.0487, 6.2743], [-1.8380, 3.3165, 6.2357], [-2.5944, 2.1225, 5.6514], [-2.0076, 1.7082, 4.3062], [1.4932, 0.7048, 6.3518], [2.8732, 1.1531, 5.3848], [2.4496, -1.6213, 6.5352], [3.4647, -0.3821, 7.2519], [4.5280, -2.1945, 5.5841], [5.0953, -0.5365, 5.5415], [4.3094, -1.7762, 3.2745], [4.0107, -0.0622, 3.5018], [2.0243, -2.2634, 4.1941], [1.9734, -1.3248, 2.7268], [-0.7762, -3.1159, 5.0378], [-1.7520, -2.3141, 3.8094], [-3.1358, -3.6537, 5.3969], [-3.5406, -1.9319, 5.4943], [-1.6637, -3.4170, 7.3918], [-3.2868, -2.8717, 7.8078], [-1.5214, -1.2408, 8.5886], [-2.6224, -0.5190, 7.4128], [0.1752, -1.5990, 6.8948], [-0.3402, 0.0903, 6.8773], [-0.0389, 3.4406, 4.2021], [1.2195, 2.4372, 4.8806], [0.2103, 3.9469, 6.5855], [-0.1152, 2.2629, 7.0066], [-2.0180, 4.1962, 5.6043], [-2.2116, 3.5615, 7.2330], [-3.6567, 2.3598, 5.5397], [-2.5156, 1.2641, 6.3274], [-2.1634, 2.5137, 3.5723], [-2.5090, 0.8256, 3.9181], [0.2423, -3.7406, -1.5986], [1.2847, -2.3580, -0.2417], [2.1943, -2.2184, -0.8427], [1.5872, -3.0563, 0.5553], [-7.2963, -5.1851, -2.4019], [-6.3028, -4.5006, -1.7845], [-4.9940, -4.8598, -2.0346], [-3.9841, -4.1517, -1.3941], [-4.2741, -3.1052, -0.5100], [-5.6112, -2.7759, -0.2972], [-6.6377, -3.4709, -0.9341], [-2.6073, -2.1484, 0.4786], [-3.8728, -1.0399, 1.8274], [-4.5387, -1.5891, 2.9244], [-5.3672, -0.8150, 3.7303], [-5.5352, 0.5156, 3.4073], [-6.3411, 1.2768, 4.1876], [-4.9097, 1.1025, 2.3302], [-4.0658, 0.3148, 1.5519], [-2.1942, -3.8630, 1.6846], [-3.1376, -4.8465, 1.9692], [-2.7934, -5.9794, 2.7006], [-1.4861, -6.1144, 3.1163], [-1.1415, -7.2225, 3.8160], [-0.5173, -5.1708, 2.8466], [-0.8816, -4.0358, 2.1329], [-4.7768, -5.6723, -2.7171], [-2.9498, -4.4274, -1.5843], [-5.8732, -1.9663, 0.3742], [-7.6795, -3.2210, -0.7749], [-4.3980, -2.6364, 3.1724], [-5.8733, -1.2266, 4.5953], [-5.0614, 2.1550, 2.1260], [-3.5490, 0.7787, 0.7167], [-4.1580, -4.7480, 1.6137], [-3.5160, -6.7520, 2.9300], [0.4973, -5.3214, 3.1947], [-0.1438, -3.2634, 1.9416]], "homo_ev": -4.435, "orbital_gap_ev": 6.81, "total_charge": -1}


[5]
{"formula": "C8H15N2O", "method": "the ωB97M-V functional and the def2-TZVPD basis", "elements": ["C", "C", "C", "C", "C", "C", "C", "C", "N", "N", "O", "H", "H", "H", "H", "H", "H", "H", "H", "H", "H", "H", "H", "H", "H", "H"], "coordinates": [[-2.6696, 1.4729, -1.0170], [-1.3099, 1.2273, -1.4128], [-2.6406, 1.7244, 0.3344], [-0.5302, 1.3263, -0.3257], [0.7908, -1.7498, -1.7247], [-0.8682, 1.7756, 2.0946], [2.2733, -0.1150, 0.2003], [0.6637, -2.0553, -0.2665], [-1.3347, 1.7383, 0.7294], [1.4235, -1.2623, 0.6086], [-0.1402, -2.9468, 0.3694], [-3.5154, 1.5014, -1.7092], [-1.0198, 1.0627, -2.4506], [-3.5674, 1.9829, 0.8684], [1.7956, -1.8070, -1.9977], [0.5980, -0.7040, -1.9461], [0.4191, -2.6095, -2.3463], [-0.6237, 0.8339, 2.4580], [0.0384, 2.2999, 2.3516], [-1.6361, 2.1288, 2.6289], [0.4318, 1.2858, -0.1872], [3.0167, 0.0653, 0.8569], [2.2954, -0.1718, -0.8439], [1.8172, -1.9923, 1.2827], [0.7265, -0.8934, 1.3500], [-0.0974, -3.6983, -0.2034]], "homo_ev": [-11.416, -11.408], "orbital_gap_ev": [7.67, 5.92], "relative_energy_kcal_mol": 169.74, "total_charge": 1}


[6]
{"formula": "C3H8N4O2", "method": "the ωB97M-V functional and the def2-TZVPD basis", "elements": ["C", "C", "C", "H", "H", "H", "H", "H", "H", "H", "H", "N", "N", "N", "N", "O", "O"], "coordinates": [[-0.0560, -1.6296, 1.5114], [-1.0049, 0.3683, 0.5821], [0.8515, 1.3342, -2.0446], [0.0362, -2.2123, 0.5634], [-0.3018, -2.3467, 2.2957], [0.9768, -1.2677, 1.7181], [-1.9644, -0.8813, 1.7367], [-1.7750, 1.7091, -0.4479], [0.7912, 1.2028, 1.0317], [0.7672, 2.1957, -2.6945], [1.1859, -0.5886, -0.9065], [-1.0154, -0.5769, 1.5908], [-2.0381, 0.8422, 0.0447], [0.3397, 0.7310, 0.2303], [1.3946, 0.2832, -2.5788], [0.2952, 1.6785, -0.8370], [1.5173, -0.8418, -1.7956]], "homo_ev": -9.510, "orbital_gap_ev": 10.05, "relative_energy_kcal_mol": 103.28, "smiles": "[H]/N=C(/NC)NO/C=N\\O"}


| no. | E_tot (Ha) |
| --- | --- |
| 1 | -234.82720 |
| 2 | -382.91913 |
| 3 | -1450.12610 |
| 4 | -3453.18648 |
| 5 | -498.09774 |
| 6 | -488.47716 |